[1]
Formula: C7H10NOP
Source: the Open Molecules 2025 dataset
Level of theory: ωB97M-V/def2-TZVPD

Summary:
- Orbital gap: 10.455 eV
- Total energy: -744.14146 a.u.
- LUMO level: 0.780 eV
- HOMO energy: -9.67 eV
- SMILES: C[P@@](N)(=O)c1ccccc1
- ΔE to the lowest compared entry with this formula, charge and spin: 0.0 kJ/mol

Cartesian coordinates (Å):
C (-2.10, 0.72, -1.16)
P (-1.58, -0.60, -0.01)
N (-2.13, 0.03, 1.64)
O (-2.17, -1.91, -0.29)
C (0.24, -0.58, 0.06)
C (0.95, 0.61, 0.21)
C (2.33, 0.58, 0.29)
C (3.00, -0.63, 0.23)
C (2.30, -1.82, 0.09)
C (0.91, -1.79, 0.01)
H (-3.19, 0.72, -1.16)
H (-1.73, 1.70, -0.87)
H (-1.74, 0.45, -2.15)
H (-2.35, -0.80, 2.18)
H (-1.40, 0.56, 2.10)
H (0.41, 1.54, 0.26)
H (2.88, 1.50, 0.40)
H (4.08, -0.65, 0.30)
H (2.83, -2.76, 0.05)
H (0.34, -2.70, -0.11)

---

[2]
Formula: C7H10O
Source: the Open Molecules 2025 dataset
Level of theory: ωB97M-V/def2-TZVPD

Summary:
- Orbital gap: 7.498 eV
- Total energy: -347.70946 a.u.
- LUMO level: -0.267 eV
- HOMO energy: -7.77 eV
- ΔE to the lowest compared entry with this formula, charge and spin: 666.1 kJ/mol

Cartesian coordinates (Å):
C (1.63, -2.17, -0.24)
C (0.75, -1.32, -0.91)
C (0.32, -0.11, -0.65)
C (1.11, -3.06, 0.75)
C (-0.51, 1.34, 1.12)
C (-1.50, 1.25, -1.44)
C (-0.23, 1.20, -0.40)
O (0.46, 2.36, -0.83)
H (2.20, -3.76, 0.95)
H (0.25, -3.66, 0.55)
H (0.95, -2.65, 1.68)
H (-0.45, 0.37, 1.56)
H (-1.40, 1.91, 1.35)
H (0.41, 1.93, 1.60)
H (-2.13, 0.43, -1.30)
H (-2.05, 2.16, -1.17)
H (-1.01, 1.36, -2.42)
H (1.20, 2.43, -0.21)

---

[3]
Formula: C7H10O
Source: the Open Molecules 2025 dataset
Level of theory: ωB97M-V/def2-TZVPD

Summary:
- Orbital gap (spin up / spin down): 8.187 / 8.188 eV
- Total energy: -347.81728 a.u.
- LUMO level (spin up / spin down): -0.353 / -0.353 eV
- HOMO energy (spin up / spin down): -8.54 / -8.54 eV
- ΔE to the lowest compared entry with this formula, charge and spin: 383.1 kJ/mol

Cartesian coordinates (Å):
C (-0.03, 0.24, 0.15)
C (0.69, 0.18, 1.26)
C (-0.72, 0.25, -0.91)
C (2.10, 0.56, 1.33)
C (-1.62, 1.05, -1.73)
C (-0.74, -1.84, -1.76)
C (2.62, 0.62, 2.76)
O (2.80, 0.82, 0.37)
H (0.21, -0.09, 2.19)
H (-2.58, 0.55, -1.84)
H (-1.19, 1.20, -2.73)
H (-1.77, 2.02, -1.26)
H (-1.73, -1.85, -2.16)
H (-0.54, -2.44, -0.90)
H (0.07, -1.74, -2.47)
H (2.49, -0.35, 3.23)
H (2.04, 1.35, 3.32)
H (3.67, 0.90, 2.77)

---

[4]
Formula: C7H10O
Source: the Open Molecules 2025 dataset
Level of theory: ωB97M-V/def2-TZVPD

Summary:
- Orbital gap: 9.434 eV
- Total energy: -347.85601 a.u.
- LUMO level: 0.939 eV
- HOMO energy: -8.50 eV
- SMILES: C1=C2CCC[C@H]2OC1
- ΔE to the lowest compared entry with this formula, charge and spin: 281.4 kJ/mol

Cartesian coordinates (Å):
C (0.03, -1.05, -1.63)
C (0.18, 0.10, -0.89)
C (-0.57, 1.39, -0.75)
C (-0.50, 1.67, 0.72)
C (0.26, 0.52, 1.44)
C (1.00, -0.22, 0.35)
O (1.03, -1.65, 0.38)
C (0.18, -2.14, -0.62)
H (-0.45, -1.36, -2.52)
H (-0.15, 2.23, -1.27)
H (-1.55, 1.09, -1.09)
H (0.07, 2.56, 0.94)
H (-1.58, 1.72, 1.12)
H (1.00, 0.80, 2.25)
H (-0.63, -0.15, 1.96)
H (2.04, 0.02, 0.66)
H (-0.79, -2.36, -0.22)
H (0.41, -3.17, -0.81)

---

[5]
Formula: C7H10O
Source: the Open Molecules 2025 dataset
Level of theory: ωB97M-V/def2-TZVPD

Summary:
- Orbital gap: 9.777 eV
- Total energy: -347.78001 a.u.
- LUMO level: 0.838 eV
- HOMO energy: -8.94 eV
- ΔE to the lowest compared entry with this formula, charge and spin: 480.9 kJ/mol

Cartesian coordinates (Å):
C (1.32, 2.23, 0.30)
C (1.21, 1.02, 0.13)
C (-1.53, -0.45, 1.53)
C (-0.25, -0.34, 1.71)
C (-1.06, 0.14, -1.60)
C (-0.03, -0.88, -1.05)
C (0.87, -0.36, 0.13)
O (2.00, -1.13, 0.28)
H (1.71, 3.13, 0.52)
H (-2.15, -0.50, 2.37)
H (-1.98, -0.72, 0.56)
H (0.27, -0.10, 2.64)
H (-2.09, 0.09, -1.34)
H (-0.76, 1.07, -1.06)
H (-0.78, 0.20, -2.69)
H (0.76, -0.89, -1.75)
H (-0.38, -1.83, -0.84)
H (2.87, -0.65, 0.17)

---

[6]
Formula: C7H10O
Source: the Open Molecules 2025 dataset
Level of theory: ωB97M-V/def2-TZVPD

Summary:
- Orbital gap: 9.585 eV
- Total energy: -347.87780 a.u.
- LUMO level: 0.844 eV
- HOMO energy: -8.74 eV
- SMILES: C[C@H](O)C1C=CC=C1
- ΔE to the lowest compared entry with this formula, charge and spin: 224.2 kJ/mol

Cartesian coordinates (Å):
C (-2.27, 0.65, -0.23)
C (-1.22, -0.49, -0.07)
O (-1.39, -0.99, 1.18)
C (0.20, -0.05, -0.47)
C (1.33, -1.08, -0.44)
C (2.40, -0.55, 0.09)
C (2.13, 0.81, 0.56)
C (0.80, 1.05, 0.38)
H (-2.97, 0.28, -1.05)
H (-2.81, 0.96, 0.68)
H (-1.86, 1.46, -0.78)
H (-1.71, -1.29, -0.72)
H (-0.61, -1.27, 1.64)
H (0.24, 0.33, -1.52)
H (1.37, -2.02, -0.83)
H (3.27, -1.27, 0.12)
H (2.84, 1.55, 0.73)
H (0.26, 1.92, 0.73)

---

[7]
Formula: C7H10O
Source: the Open Molecules 2025 dataset
Level of theory: ωB97M-V/def2-TZVPD

Summary:
- Orbital gap: 9.156 eV
- Total energy: -347.70419 a.u.
- LUMO level: 0.698 eV
- HOMO energy: -8.46 eV
- ΔE to the lowest compared entry with this formula, charge and spin: 680.0 kJ/mol

Cartesian coordinates (Å):
C (1.44, -0.73, 1.26)
C (1.47, 0.06, -1.06)
C (0.85, 1.31, -0.65)
C (-0.23, 1.38, 0.35)
C (-1.54, 0.93, 0.41)
C (-2.36, -0.23, -0.18)
C (-1.75, -1.45, -0.39)
H (2.41, 0.10, 1.48)
H (1.69, -1.67, 1.86)
H (0.22, -0.19, 1.40)
H (2.17, -0.03, -1.84)
H (0.86, 2.15, -1.41)
H (-0.07, 2.02, 1.50)
H (-2.13, 1.41, 1.12)
H (-3.37, -0.24, -0.09)
H (-2.58, -2.32, -0.68)
H (-0.82, -1.67, -0.49)
O (1.80, -0.90, -0.17)

---

[8]
Formula: C7H10O
Source: the Open Molecules 2025 dataset
Level of theory: ωB97M-V/def2-TZVPD

Summary:
- Orbital gap: 9.954 eV
- Total energy: -347.84818 a.u.
- LUMO level: 1.001 eV
- HOMO energy: -8.95 eV
- ΔE to the lowest compared entry with this formula, charge and spin: 302.0 kJ/mol

Cartesian coordinates (Å):
C (0.41, 1.53, -0.71)
C (1.07, -0.87, 0.26)
C (0.24, 0.37, 0.33)
C (-0.92, 1.16, -1.16)
C (2.22, -0.70, 1.24)
C (-1.07, 0.16, -0.26)
C (-2.24, -0.72, -0.04)
O (2.31, -1.30, 2.27)
H (0.68, 2.50, -0.49)
H (1.16, 1.34, -1.45)
H (0.51, -1.67, 0.53)
H (1.58, -0.96, -0.68)
H (0.14, 0.76, 1.44)
H (-1.61, 1.41, -2.11)
H (2.85, 0.07, 0.80)
H (-1.96, -1.72, -0.23)
H (-2.97, -0.56, -0.78)
H (-2.41, -0.81, 1.05)

---

[9]
Formula: C7H10O2
Source: the Open Molecules 2025 dataset
Level of theory: ωB97M-V/def2-TZVPD

Summary:
- Orbital gap: 8.819 eV
- Total energy: -423.10447 a.u.
- LUMO level: 0.864 eV
- HOMO energy: -7.95 eV
- SMILES: CO/C=C1\CC=CCO1
- ΔE to the lowest compared entry with this formula, charge and spin: 250.6 kJ/mol

Cartesian coordinates (Å):
C (-2.97, 0.41, 0.15)
O (-2.27, -0.67, -0.51)
C (-1.18, -1.24, -0.12)
C (-0.03, -0.60, 0.25)
C (0.14, 0.90, 0.17)
C (1.58, 1.27, -0.07)
C (2.47, 0.34, -0.28)
C (2.20, -1.14, -0.21)
O (1.06, -1.38, 0.62)
H (-2.27, 1.18, 0.50)
H (-3.66, 0.81, -0.52)
H (-3.44, -0.05, 1.08)
H (-1.21, -2.37, -0.25)
H (-0.15, 1.46, 1.09)
H (-0.57, 1.24, -0.60)
H (1.73, 2.34, -0.05)
H (3.52, 0.59, -0.36)
H (2.00, -1.45, -1.23)
H (3.04, -1.65, 0.35)

---

[10]
Formula: C7H10O2
Source: the Open Molecules 2025 dataset
Level of theory: ωB97M-V/def2-TZVPD

Summary:
- Orbital gap: 9.325 eV
- Total energy: -423.11752 a.u.
- LUMO level: 0.102 eV
- HOMO energy: -9.22 eV
- SMILES: C[C@]1(CO)CC=CC1=O
- ΔE to the lowest compared entry with this formula, charge and spin: 216.3 kJ/mol

Cartesian coordinates (Å):
C (-1.02, -0.44, 1.55)
C (-0.28, -0.15, 0.14)
C (-1.29, -0.18, -1.12)
O (-2.31, 0.65, -0.72)
C (0.91, -1.09, -0.19)
C (2.17, -0.32, -0.36)
C (1.90, 1.04, -0.15)
C (0.53, 1.38, 0.16)
O (0.02, 2.45, 0.19)
H (-1.20, 0.55, 2.11)
H (-0.30, -0.97, 2.08)
H (-1.99, -1.02, 1.38)
H (-0.91, 0.25, -2.13)
H (-1.50, -1.11, -1.35)
H (-2.04, 1.18, 0.06)
H (1.04, -1.81, 0.62)
H (0.55, -1.58, -1.19)
H (3.12, -0.65, -0.78)
H (2.58, 1.84, -0.32)

---

[11]
Formula: C7H10O3
Source: the Open Molecules 2025 dataset
Level of theory: ωB97M-V/def2-TZVPD

Summary:
- Orbital gap (spin up / spin down): 8.204 / 8.205 eV
- Total energy: -498.27710 a.u.
- LUMO level (spin up / spin down): -0.024 / -0.024 eV
- HOMO energy (spin up / spin down): -8.23 / -8.23 eV
- SMILES: C/C(O)=C/O.C#CC(C)=O
- ΔE to the lowest compared entry with this formula, charge and spin: 434.8 kJ/mol

Cartesian coordinates (Å):
C (0.70, -2.16, -0.09)
C (0.61, -0.69, -0.42)
O (0.28, -0.51, -1.77)
C (1.57, 0.20, 0.10)
O (2.21, 1.08, -0.69)
H (0.66, -2.30, 0.99)
H (-0.16, -2.66, -0.55)
H (1.61, -2.60, -0.49)
H (0.28, 0.44, -1.96)
H (1.81, 0.16, 1.15)
H (2.61, 1.77, -0.14)
C (-0.34, 2.81, 0.57)
C (-0.45, 1.61, 0.63)
C (-0.87, 0.08, 0.79)
C (-2.17, -0.13, 0.02)
O (-0.73, -0.39, 1.93)
H (-0.19, 3.84, 0.41)
H (-2.49, -1.16, 0.16)
H (-2.03, 0.07, -1.04)
H (-2.93, 0.55, 0.41)

---

[12]
Formula: C7H10O4
Source: the Open Molecules 2025 dataset
Level of theory: ωB97M-V/def2-TZVPD

Summary:
- Orbital gap (spin up / spin down): 5.039 / 3.566 eV
- Total energy: -573.49682 a.u.
- LUMO level (spin up / spin down): -1.084 / -1.925 eV
- HOMO energy (spin up / spin down): -6.12 / -5.49 eV
- ΔE to the lowest compared entry with this formula, charge and spin: 597.1 kJ/mol

Cartesian coordinates (Å):
C (1.10, 1.77, -0.96)
C (-0.41, 1.64, -0.60)
C (-1.25, 0.36, -1.10)
C (-0.25, -1.18, 0.89)
C (1.26, -0.65, 1.16)
C (1.88, 1.25, 0.04)
C (-0.80, -0.91, -0.47)
O (1.33, 2.22, -2.12)
O (1.39, 0.75, 1.30)
O (3.23, 1.39, -0.01)
O (-0.96, -1.99, -1.22)
H (-0.74, 1.62, 0.37)
H (-0.89, 2.38, -1.22)
H (-2.23, 0.49, -0.71)
H (-1.35, 0.26, -2.17)
H (-0.45, -2.22, 1.20)
H (-0.85, -0.50, 1.60)
H (1.67, -1.14, 2.12)
H (1.77, -1.04, 0.22)
H (3.54, 1.80, -0.83)
H (-0.62, -2.76, -0.70)